{
  "formula": "C17H48BCl3Co2N2O7",
  "method": "ωB97M-V/def2-TZVPD",
  "elements": ["Co", "Co", "Cl", "Cl", "Cl", "O", "O", "O", "O", "O", "O", "O", "N", "N", "C", "C", "C", "C", "C", "C", "C", "C", "C", "C", "C", "C", "C", "C", "C", "C", "C", "B", "H", "H", "H", "H", "H", "H", "H", "H", "H", "H", "H", "H", "H", "H", "H", "H", "H", "H", "H", "H", "H", "H", "H", "H", "H", "H", "H", "H", "H", "H", "H", "H", "H", "H", "H", "H", "H", "H", "H", "H", "H", "H", "H", "H", "H", "H", "H", "H"],
  "positions_angstrom": [[-1.234, -1.362, -1.206], [1.790, -0.939, 1.815], [3.135, 0.519, 0.552], [2.001, -3.254, 1.585], [-3.255, -1.907, 0.167], [-0.441, -3.243, -0.854], [0.382, -0.976, -2.978], [-1.639, -0.946, 5.108], [-3.217, 2.934, -3.586], [0.572, 2.359, -0.868], [-1.951, -2.388, -2.850], [3.671, -0.943, 3.393], [-1.839, 0.601, -2.100], [0.892, -0.409, 3.709], [1.191, 4.680, -0.660], [-3.012, -1.371, 5.221], [1.157, 3.428, -1.593], [-1.482, 0.564, -3.489], [-2.964, 4.334, -3.691], [-3.447, 2.526, -2.197], [-1.266, -3.552, -3.231], [0.013, 0.126, -3.741], [0.526, -1.501, 4.609], [1.848, 0.418, 4.373], [-3.266, 1.046, -1.884], [-0.701, -4.200, -1.927], [-0.896, -1.927, 4.407], [4.758, -1.854, 3.668], [3.266, -0.214, 4.486], [2.610, 3.034, -1.967], [1.583, -1.504, -3.400], [-0.002, -0.588, 0.615], [-2.802, -2.459, -3.289], [-0.477, -3.410, -3.970], [1.627, 4.497, 0.322], [0.082, -0.079, -4.809], [-4.475, 2.844, -2.023], [2.512, 1.949, -1.980], [0.733, 0.912, -3.510], [1.684, -2.343, -2.711], [-3.578, 0.951, -0.844], [4.058, 0.522, 4.627], [0.204, -3.599, -0.238], [2.480, -0.948, -3.127], [-0.792, -0.214, -0.017], [-3.874, 4.912, -3.531], [-3.206, -2.437, 5.096], [0.669, 3.795, -2.496], [3.290, 3.386, -1.192], [3.259, -0.840, 5.378], [-2.877, 3.139, -1.498], [0.582, -1.197, 5.654], [-0.976, -2.869, 4.950], [-4.097, 0.536, -2.372], [-1.707, 1.496, -4.008], [0.229, 5.188, -0.727], [0.063, 0.168, 3.697], [-1.951, -4.193, -3.786], [1.522, -1.894, -4.416], [-2.161, -0.177, -3.911], [-2.177, 4.628, -2.997], [0.854, -0.878, 0.026], [-0.301, -1.482, 1.139], [5.613, -1.265, 3.997], [1.208, -2.344, 4.501], [-1.172, -2.203, 3.390], [-2.541, 4.362, -4.695], [4.891, -2.359, 2.711], [0.131, -4.836, -2.230], [4.518, -2.513, 4.502], [-3.409, -0.963, 4.291], [0.337, 0.171, 1.304], [2.941, 3.511, -2.890], [-1.469, -4.877, -1.553], [-1.233, 1.357, -1.813], [1.985, 1.318, 3.774], [1.489, 0.828, 5.317], [-3.658, -0.962, 5.997], [1.330, 1.957, -0.438], [1.857, 5.426, -1.093]],
  "multiplicity": 8,
  "homo_lumo_gap_ev": [9.5, 5.0],
  "max_force_ev_per_a": 4.51,
  "total_charge": 1,
  "e_lumo_ev": [-1.774, -6.219],
  "e_homo_ev": [-11.27, -11.18],
  "energy_ha": -5483.2646
}

---

{
  "formula": "C17H48O13S7",
  "method": "ωB97M-V/def2-TZVPD",
  "elements": ["S", "S", "S", "S", "S", "S", "S", "O", "O", "O", "O", "O", "O", "O", "O", "O", "O", "O", "O", "O", "C", "C", "C", "C", "C", "C", "C", "C", "C", "C", "C", "C", "C", "C", "C", "C", "C", "H", "H", "H", "H", "H", "H", "H", "H", "H", "H", "H", "H", "H", "H", "H", "H", "H", "H", "H", "H", "H", "H", "H", "H", "H", "H", "H", "H", "H", "H", "H", "H", "H", "H", "H", "H", "H", "H", "H", "H", "H", "H", "H", "H", "H", "H", "H", "H"],
  "positions_angstrom": [[-0.140, -13.945, 18.321], [4.294, -12.670, 16.835], [-4.165, -16.881, 19.780], [4.001, -16.991, 20.679], [2.258, -8.688, 19.240], [1.068, -15.116, 24.032], [-3.105, -12.972, 21.695], [1.921, -16.132, 24.602], [1.564, -14.372, 22.916], [5.292, -12.043, 16.005], [4.753, -14.160, 17.270], [2.807, -7.369, 19.366], [-0.317, -15.828, 23.643], [2.928, -12.811, 16.399], [2.740, -9.277, 17.805], [-4.289, -17.878, 18.656], [-4.350, -12.155, 21.799], [-1.647, -13.928, 18.310], [2.578, -9.728, 20.171], [5.188, -17.891, 20.554], [-0.964, -16.652, 24.655], [0.271, -12.181, 18.467], [0.499, -14.376, 19.988], [2.917, -9.280, 15.406], [6.403, -15.640, 18.156], [-1.712, -11.983, 22.340], [6.182, -14.431, 17.285], [-2.079, -17.394, 23.951], [-4.443, -15.272, 18.948], [0.499, -8.554, 19.054], [4.425, -11.850, 18.449], [-3.146, -14.136, 23.083], [-2.382, -16.649, 20.020], [2.231, -8.667, 16.614], [2.910, -17.866, 21.836], [4.380, -15.526, 21.713], [0.467, -13.985, 25.326], [-0.217, -17.354, 25.028], [0.056, -8.283, 20.009], [1.258, -12.098, 18.938], [0.244, -11.692, 17.499], [6.055, -15.482, 19.175], [2.641, -18.802, 21.353], [-2.322, -18.333, 24.442], [-0.353, -11.669, 19.204], [3.673, -14.751, 21.433], [7.468, -15.863, 18.213], [-4.072, -14.702, 22.997], [5.386, -15.253, 21.396], [1.214, -13.190, 25.271], [-5.508, -15.171, 18.728], [6.719, -13.534, 17.598], [-1.939, -16.871, 19.044], [-3.154, -13.604, 24.035], [-4.225, -14.418, 19.591], [3.997, -9.144, 15.424], [0.156, -15.365, 20.293], [-1.775, -17.609, 22.927], [1.151, -8.802, 16.509], [4.395, -15.760, 22.775], [2.475, -8.878, 14.498], [-1.486, -11.188, 21.635], [4.671, -10.834, 18.141], [6.451, -14.653, 16.252], [-1.257, -16.019, 25.491], [-0.530, -13.670, 25.045], [-2.290, -14.808, 23.000], [1.980, -17.337, 22.048], [-0.836, -12.614, 22.492], [3.460, -18.015, 22.763], [1.583, -14.393, 19.908], [0.272, -7.768, 18.338], [0.047, -13.700, 20.711], [-2.993, -16.805, 23.867], [-3.920, -15.218, 17.998], [-1.986, -17.378, 20.725], [-2.071, -11.591, 23.292], [5.843, -16.467, 17.725], [2.398, -7.588, 16.691], [3.517, -11.928, 19.034], [2.747, -10.358, 15.422], [5.308, -12.186, 18.988], [-2.035, -15.638, 20.226], [0.089, -9.505, 18.721], [0.586, -14.450, 26.298]],
  "de_lowest_kj_mol": 58.3,
  "homo_lumo_gap_ev": 8.6,
  "max_force_ev_per_a": 1.83,
  "e_lumo_ev": -0.138,
  "e_homo_ev": -8.78,
  "energy_ha": -4441.7622
}

---

{
  "formula": "C17H49MgO8",
  "method": "ωB97M-V/def2-TZVPD",
  "elements": ["Mg", "O", "O", "O", "O", "O", "O", "O", "O", "C", "C", "C", "C", "C", "C", "C", "C", "C", "C", "C", "C", "C", "C", "C", "C", "C", "H", "H", "H", "H", "H", "H", "H", "H", "H", "H", "H", "H", "H", "H", "H", "H", "H", "H", "H", "H", "H", "H", "H", "H", "H", "H", "H", "H", "H", "H", "H", "H", "H", "H", "H", "H", "H", "H", "H", "H", "H", "H", "H", "H", "H", "H", "H", "H", "H"],
  "positions_angstrom": [[5.707, 3.159, -9.669], [7.275, 2.999, -6.100], [10.780, 7.439, -12.273], [4.349, 9.345, -13.662], [5.617, 10.517, -5.197], [10.663, 7.894, -9.475], [2.320, 3.728, -7.642], [8.509, 1.426, -9.613], [6.749, 4.452, -8.677], [4.617, 8.380, -5.096], [9.693, 7.765, -14.388], [10.823, 2.282, -9.794], [6.370, 6.754, -8.015], [5.731, 7.442, -13.849], [9.582, 7.889, -12.870], [2.503, 6.043, -8.063], [5.633, 9.247, -5.820], [12.297, 8.891, -7.861], [4.925, 8.283, -12.884], [8.279, 3.272, -5.087], [1.526, 4.901, -7.896], [11.458, 7.682, -8.299], [7.936, 4.554, -4.335], [7.373, 6.171, -10.272], [9.384, 2.561, -9.416], [7.203, 5.769, -8.820], [9.958, 8.513, -9.261], [7.827, 7.150, -10.417], [10.618, 7.316, -11.322], [3.163, 6.093, -7.197], [8.828, 8.213, -14.870], [8.231, 5.876, -8.428], [6.695, 6.805, -6.983], [5.035, 7.160, -14.640], [5.510, 8.772, -12.095], [1.760, 2.958, -7.500], [9.000, 3.326, -10.100], [4.113, 7.734, -12.392], [6.552, 7.969, -14.329], [6.353, 11.082, -5.436], [5.578, 9.332, -6.908], [0.933, 5.127, -7.004], [7.007, 4.428, -3.793], [9.289, 2.930, -8.398], [8.260, 2.385, -4.458], [12.762, 8.636, -6.912], [10.807, 1.716, -10.728], [7.377, 3.716, -6.740], [5.306, 6.535, -8.120], [11.628, 9.738, -7.696], [8.054, 5.359, -5.060], [3.938, 9.974, -13.062], [4.463, 7.415, -5.591], [8.743, 4.760, -3.624], [1.967, 6.996, -8.055], [11.416, 3.191, -9.857], [9.347, 8.929, -12.602], [6.149, 6.563, -13.357], [8.025, 1.513, -10.435], [0.813, 4.707, -8.698], [3.662, 8.853, -4.885], [5.032, 8.036, -4.145], [11.316, 1.627, -9.072], [10.755, 7.460, -7.491], [12.989, 9.139, -8.663], [12.139, 6.872, -8.551], [10.611, 8.237, -14.733], [6.608, 8.783, -5.610], [9.767, 6.692, -14.567], [9.258, 3.338, -5.566], [3.110, 6.035, -8.972], [6.378, 6.214, -10.743], [8.748, 7.275, -12.501], [6.507, 7.744, -8.460], [7.975, 5.449, -10.830]],
  "de_lowest_kj_mol": 509.0,
  "homo_lumo_gap_ev": 4.7,
  "max_force_ev_per_a": 2.96,
  "total_charge": 1,
  "e_lumo_ev": -7.068,
  "e_homo_ev": -11.75,
  "energy_ha": -1478.7360
}